[1]
A 3-piece molecular cluster, C23H54N9O4P3S overall at a distorted geometry. Source: the Open Molecules 2025 dataset; level of theory: the ωB97M-V functional and the def2-TZVPD basis.

Results
- strongest force on any atom (eV/Å) = 7.47
- HOMO level (eV) = -8.0
- charge = 0
- E (Ha) = -3124.53922
- lowest unoccupied orbital energy (eV) = -0.772

XYZ file:
```
94
Properties=species:S:1:pos:R:3:forces:R:3:mulliken_charge:R:1
C -1.53723 3.95256 -3.92111 -0.69 0.90 0.28 -0.794
O -0.92924 3.72509 -2.64613 0.75 -0.09 -1.12 -0.306
C 0.07616 2.71307 -2.67435 0.42 -0.88 1.04 -0.228
C 1.45786 3.16588 -2.08965 0.13 -0.47 0.19 -0.646
C 1.39357 4.39763 -1.14147 -0.66 -0.88 -0.43 -1.467
C 1.52091 5.79136 -1.84716 -0.79 0.07 -0.79 1.828
C 1.28162 5.68362 -3.35326 0.87 0.09 5.14 -0.884
N 1.30533 5.31569 -4.41387 -0.33 -0.64 -3.68 -0.435
P 0.07546 6.83971 -1.22276 0.31 0.70 0.92 0.165
S 0.27981 7.46149 0.59904 0.02 0.01 -0.17 -0.356
C 2.90020 6.50934 -1.65618 0.44 0.74 0.07 0.064
C 3.39305 6.51378 -0.23235 -2.23 -0.01 -4.67 -0.378
N 3.65928 6.28843 0.83121 1.35 -0.48 3.73 -0.454
C 4.07366 5.98482 -2.57683 0.50 0.76 0.43 -0.647
C 4.60072 7.13952 -3.50252 -0.35 0.49 0.40 -0.859
C 3.81938 7.33041 -4.81918 -0.03 0.20 0.39 0.486
N 2.66157 8.14719 -4.90388 0.24 -0.91 1.34 -0.586
O 4.21359 6.79010 -5.80599 0.42 -0.73 -1.09 -0.546
H -0.90014 3.68247 -4.77957 -0.25 -0.13 0.47 0.396
H -1.72547 5.04594 -4.00269 0.08 -0.59 0.03 0.213
H -2.52968 3.45912 -3.93769 0.58 0.00 -0.27 0.244
H 0.26235 2.26433 -3.66742 -0.40 0.49 0.23 0.268
H -0.29297 1.88427 -2.02791 0.19 0.43 -0.36 0.106
H 2.20650 3.26408 -2.90240 -0.43 0.28 0.45 0.275
H 1.83084 2.32007 -1.47218 -0.26 0.41 -0.36 0.444
H 2.12277 4.23497 -0.33050 -0.12 0.65 -0.46 0.521
H 0.39526 4.35604 -0.65521 0.61 0.03 -0.13 0.576
H -1.11986 6.09437 -1.36731 0.52 -0.09 -0.60 0.092
H -0.01505 7.91240 -2.16790 0.01 -0.59 0.00 0.113
H 2.74358 7.57514 -1.93187 0.04 -0.51 0.24 0.476
H 4.92310 5.74987 -1.90500 -0.51 -0.02 -0.37 0.569
H 3.84364 5.05234 -3.11746 -0.12 0.55 0.07 0.298
H 5.66617 6.94013 -3.71394 -0.67 0.08 -0.36 0.398
H 4.57619 8.10959 -2.95526 0.03 -0.65 -0.02 0.405
H 1.96759 7.63199 -5.44668 0.27 0.38 -0.24 0.319
H 2.26034 8.29427 -3.97831 0.07 0.29 -0.23 0.314
C 3.76780 -2.81239 -1.46628 -0.09 -0.62 0.15 -0.889
N 3.13699 -1.87714 -0.55864 0.62 0.42 0.16 0.122
C 4.14594 -1.35160 0.35887 -0.25 0.40 0.20 -1.192
P 1.57691 -2.06014 0.16341 0.53 1.11 -7.37 1.217
O 1.28871 -0.56056 0.23423 0.11 -0.77 3.98 -0.948
N 0.37179 -2.31684 -1.05888 -0.56 -0.79 -0.81 0.205
C 0.62609 -1.84525 -2.40850 0.44 0.14 -0.08 -1.114
C -0.95127 -1.86956 -0.63106 -0.02 -0.20 0.44 -1.084
N 1.83825 -3.82506 0.29580 -0.75 0.05 3.05 0.022
C 1.09754 -4.81709 -0.47384 -0.60 0.07 -0.34 -0.776
C 1.82878 -4.23430 1.71627 0.43 -0.03 0.16 -1.201
H 4.21000 -3.67430 -0.94797 0.00 -0.04 -0.03 0.303
H 4.57091 -2.30976 -2.01365 -0.06 0.16 0.15 0.346
H 3.08576 -3.19309 -2.22350 -0.14 -0.01 0.14 0.223
H 4.49283 -2.12639 1.05768 0.20 -0.01 -0.05 0.317
H 3.74672 -0.52308 0.94650 -0.12 -0.06 -0.06 0.330
H 5.00884 -0.96298 -0.18720 -0.03 -0.13 -0.09 0.375
H 1.00792 -0.81660 -2.41872 0.03 0.03 -0.13 0.229
H -0.28299 -1.87198 -3.01361 -0.15 -0.02 0.26 0.450
H 1.32964 -2.49273 -2.93499 0.14 0.10 0.07 0.273
H -1.06840 -0.78208 -0.70136 0.02 0.01 0.06 0.240
H -1.13064 -2.16450 0.40759 -0.06 0.05 -0.01 0.204
H -1.72871 -2.34523 -1.23689 0.12 -0.05 -0.07 0.477
H 0.02845 -4.82037 -0.24460 0.00 -0.07 -0.08 0.135
H 1.49194 -5.81478 -0.25215 0.20 0.18 0.33 0.403
H 1.23297 -4.67557 -1.54427 -0.09 0.23 0.07 0.265
H 0.82103 -4.18073 2.14164 0.01 -0.13 0.05 0.335
H 2.47942 -3.57529 2.30188 -0.04 0.06 -0.04 0.356
H 2.21204 -5.25016 1.83711 -0.02 0.02 -0.11 0.385
C -4.03448 -6.36136 3.86302 -0.35 0.18 0.53 -0.889
N -2.96096 -5.47625 3.46107 0.58 -0.35 -0.06 0.193
C -1.68583 -6.05003 3.88770 0.34 0.27 -0.26 -0.867
P -2.99596 -3.75356 3.52263 -4.56 -3.44 -4.64 0.699
O -2.03754 -3.52313 2.35779 2.16 1.50 2.92 -0.649
N -4.38360 -3.15050 2.66329 -0.94 0.13 -0.13 0.145
C -4.98941 -3.97352 1.62486 0.16 -0.41 0.04 -1.008
C -4.17656 -1.79953 2.14062 0.15 0.07 0.34 -1.160
N -3.94917 -3.78522 5.03652 2.14 1.86 1.33 -0.009
C -5.33667 -3.34758 5.13498 -0.36 0.31 -0.42 -0.905
C -3.18169 -3.15798 6.13343 0.20 -0.41 0.22 -1.104
H -4.09077 -6.49238 4.95208 -0.03 0.00 0.01 0.305
H -3.88217 -7.34971 3.41973 0.20 0.11 -0.06 0.343
H -5.01022 -6.02793 3.51658 0.06 0.18 0.05 0.232
H -1.58312 -6.02643 4.98182 0.01 -0.19 0.04 0.347
H -0.84612 -5.49989 3.45934 -0.12 0.08 -0.02 -0.002
H -1.58877 -7.08450 3.55052 -0.16 0.01 0.03 0.380
H -4.24721 -4.39184 0.93500 -0.03 -0.04 -0.06 0.191
H -5.70414 -3.39348 1.03731 0.13 0.21 0.11 0.434
H -5.57135 -4.78920 2.05702 0.12 -0.08 -0.02 0.257
H -3.57583 -1.79516 1.22490 0.07 0.04 0.04 0.274
H -3.66629 -1.17517 2.88068 0.04 0.00 -0.06 0.390
H -5.13861 -1.32364 1.93094 -0.03 -0.13 0.03 0.395
H -5.46311 -2.28330 4.91933 -0.12 -0.03 0.00 0.292
H -5.70177 -3.52993 6.15139 0.40 -0.05 0.10 0.391
H -5.98543 -3.92386 4.47896 0.17 0.11 -0.16 0.252
H -3.11028 -2.07332 6.00497 -0.04 0.03 0.18 0.355
H -2.16433 -3.56304 6.16037 0.00 0.03 -0.07 0.358
H -3.63464 -3.37013 7.10400 -0.06 0.00 -0.08 0.367
```
Forces are in eV/Å.

[2]
C42H69BClI2NO19 as an isolated structure at a distorted geometry. Source: the Open Molecules 2025 dataset; level of theory: the ωB97M-V functional and the def2-TZVPD basis.

Results
- strongest force on any atom (eV/Å) = 2.77
- HOMO level (eV) = -8.4
- charge = 0
- E (Ha) = -4206.63299
- lowest unoccupied orbital energy (eV) = 0.236

XYZ file:
```
135
Properties=species:S:1:pos:R:3:forces:R:3:mulliken_charge:R:1
C 7.24891 -1.60091 -2.81410 -0.20 -0.02 -0.08 -1.157
C 6.13527 -1.18104 -1.85493 -0.02 0.05 -0.42 -0.450
B 4.68325 -1.47152 -2.38841 -0.29 0.16 -0.03 0.155
O 4.47633 -2.38864 -3.38476 0.58 -0.20 -0.35 -0.494
N 3.55333 -0.71102 -1.85137 0.72 -0.29 0.46 0.193
C 2.47026 -1.29918 -1.11831 -0.38 0.29 -0.42 -0.917
I 2.28281 -0.15825 0.72865 0.01 0.06 0.08 0.129
I 2.95007 -3.33187 -0.52878 0.04 -0.09 0.10 0.127
C 1.09702 -1.19248 -1.90267 0.26 0.58 0.22 0.673
Cl 1.14591 -2.41730 -3.22952 0.07 -0.11 -0.28 -0.101
C -0.18574 -1.32960 -1.09921 -0.32 -0.51 0.09 -0.941
C -0.46855 -2.54293 -0.21422 -0.22 0.01 0.18 -0.012
C -0.73469 -3.89683 -0.86586 0.09 -0.15 -0.09 -0.449
C -1.72886 -3.87813 -2.01097 -0.17 0.01 -0.08 -0.502
O -1.85064 -5.14870 -2.63771 -0.06 0.04 0.09 -0.397
C -0.77383 -5.46419 -3.48066 0.21 -0.32 -0.18 -0.714
O 1.13654 0.09302 -2.43227 0.29 -0.28 0.18 -0.047
C 0.28401 0.42546 -3.51871 0.87 -0.34 -0.24 0.159
H 7.02380 -1.26918 -3.82765 0.05 0.08 -0.07 0.258
H 8.21207 -1.18081 -2.53339 0.12 -0.09 0.07 0.353
H 7.32015 -2.68483 -2.86609 0.12 -0.07 0.04 0.291
H 6.24016 -1.70038 -0.89910 0.02 0.14 0.19 0.309
H 6.20994 -0.10698 -1.66047 0.01 0.04 0.26 0.342
H 4.14618 -2.00567 -4.20148 -0.56 -0.18 0.15 0.271
H 3.90867 0.09597 -1.36027 -0.19 0.09 0.02 0.232
H -0.22906 -0.44092 -0.47413 -0.01 0.07 0.03 0.647
H -1.01614 -1.23901 -1.79750 0.04 0.12 -0.16 0.335
H -1.36823 -2.28475 0.34978 0.00 0.10 0.03 -0.458
H 0.31201 -2.65624 0.53676 0.05 -0.02 0.06 0.199
H 0.18990 -4.36704 -1.19890 0.06 0.08 -0.03 0.278
H -1.15512 -4.55284 -0.10204 0.08 -0.10 0.10 0.258
H -1.48097 -3.12691 -2.76563 0.08 0.01 -0.04 0.407
H -2.72335 -3.64105 -1.63073 -0.08 0.02 -0.01 0.210
H 0.19727 -5.41483 -2.98170 0.02 0.09 0.08 0.315
H -0.72843 -4.83682 -4.37700 -0.12 0.18 0.05 0.333
H -0.91313 -6.49436 -3.80531 -0.07 -0.06 -0.04 0.200
H 0.76802 0.18816 -4.46423 0.07 -0.39 -0.14 0.344
H -0.68547 -0.06412 -3.45883 -0.06 0.00 -0.02 0.292
H 0.11508 1.49793 -3.46326 0.90 -1.86 0.01 -0.490
O -1.09312 2.44323 -3.37631 -1.86 2.05 0.20 -0.584
C -0.44016 3.44509 -3.37919 -0.14 0.96 -0.01 0.481
O -0.81723 4.54179 -4.08613 0.03 -0.10 0.06 -0.388
C 0.19327 5.56417 -3.99627 0.10 0.05 0.04 -0.659
C 0.97716 5.24933 -2.72783 -0.10 -0.13 -0.19 0.199
C 0.87380 3.72600 -2.66894 -0.22 0.24 0.06 -0.743
H 0.81589 5.50965 -4.89188 0.01 -0.02 0.00 0.321
H -0.30343 6.53154 -3.97666 -0.07 -0.03 -0.01 0.301
H 1.99187 5.62871 -2.73742 0.03 -0.03 -0.03 0.204
H 0.47489 5.68603 -1.86688 0.04 0.08 0.03 -0.059
H 1.67621 3.23780 -3.22484 0.03 -0.10 0.02 0.437
H 0.84865 3.31949 -1.66125 0.09 -0.13 -0.03 0.405
O 0.30241 -8.94433 -0.16735 -0.04 -0.04 0.03 -0.618
C -0.53518 -9.12043 -1.00372 0.02 0.19 -0.04 0.485
O -0.37323 -10.04493 -1.98836 -0.02 -0.04 -0.03 -0.393
C -1.47199 -9.98163 -2.91422 -0.08 0.04 0.01 -0.433
C -2.61513 -9.33504 -2.13927 0.08 0.02 0.05 -0.548
C -1.85891 -8.40663 -1.19046 -0.13 -0.39 -0.13 0.671
H -1.16083 -9.37989 -3.77194 -0.01 0.02 0.00 0.224
H -1.68704 -10.99190 -3.25445 0.05 -0.03 0.02 0.348
H -3.33417 -8.82661 -2.77672 0.03 0.04 -0.02 0.342
H -3.15283 -10.09052 -1.56619 -0.03 0.00 -0.01 0.304
H -1.67222 -7.43254 -1.64567 -0.02 0.10 0.13 -0.481
H -2.36928 -8.27289 -0.24244 0.09 0.18 0.03 0.103
O -3.54628 -2.20740 1.75462 -0.05 0.04 -0.06 -0.520
C -3.50234 -1.09684 2.20798 -0.06 -0.14 0.15 0.493
O -2.43625 -0.29728 2.03800 0.11 0.04 -0.02 -0.259
C -2.59995 0.93236 2.77810 0.02 0.06 0.07 -0.332
C -4.10422 1.07607 2.96732 -0.05 -0.13 -0.01 -0.427
C -4.54903 -0.38606 3.04563 0.08 0.28 -0.17 -0.588
H -2.07381 0.82768 3.72982 -0.01 -0.06 0.02 0.253
H -2.15643 1.73882 2.20782 0.01 -0.09 -0.03 0.183
H -4.36523 1.67124 3.83927 0.04 -0.02 0.03 0.380
H -4.53586 1.55663 2.08908 0.00 0.02 -0.01 0.239
H -4.49490 -0.78513 4.06021 -0.03 -0.04 0.00 0.276
H -5.54113 -0.57458 2.64525 -0.02 -0.10 0.06 0.301
O 3.51751 5.65392 -0.91297 0.04 0.02 0.08 -0.558
C 4.14526 6.67347 -0.92082 0.10 -0.08 -0.04 0.603
O 3.74244 7.74715 -1.64687 0.00 0.06 0.00 -0.330
C 4.72351 8.79948 -1.56523 0.09 0.03 0.05 -0.511
C 5.50544 8.52090 -0.28461 -0.14 -0.19 -0.15 -0.217
C 5.44489 6.99595 -0.21216 -0.14 0.26 0.07 -0.614
H 5.35151 8.74764 -2.45742 0.02 -0.02 0.00 0.264
H 4.20000 9.75216 -1.56084 -0.07 -0.03 -0.01 0.302
H 6.51117 8.92895 -0.30379 0.02 0.00 -0.04 0.244
H 4.98815 8.94892 0.57156 0.03 0.03 0.03 0.182
H 6.25610 6.51959 -0.76614 0.01 -0.04 0.02 0.307
H 5.43352 6.61204 0.80337 0.06 -0.09 -0.02 0.317
O 6.79282 8.07871 2.67127 -0.01 0.02 0.02 -0.552
C 7.42556 9.09312 2.66245 0.05 -0.11 -0.06 0.517
O 7.03439 10.17262 1.93874 0.10 0.13 0.08 -0.303
C 8.02287 11.21710 2.02312 0.05 0.03 0.06 -0.446
C 8.80348 10.92746 3.30200 -0.05 -0.12 0.00 -0.484
C 8.73074 9.40176 3.37173 -0.13 0.29 0.04 -0.466
H 8.65190 11.16439 1.13219 0.03 -0.01 0.00 0.266
H 7.50671 12.17318 2.03501 -0.06 -0.02 -0.02 0.312
H 9.81326 11.32994 3.28195 0.02 -0.03 -0.05 0.326
H 8.28338 11.36024 4.15676 0.00 0.02 0.00 0.257
H 9.53793 8.92130 2.81635 0.01 -0.04 0.01 0.256
H 8.71020 9.00458 4.38211 0.04 -0.11 -0.03 0.318
O -5.23042 -8.12921 -0.19863 -0.04 0.04 -0.01 -0.614
C -5.22991 -7.02388 0.27167 0.02 -0.11 0.11 0.449
O -4.20091 -6.17405 0.09348 0.07 0.03 -0.02 -0.131
C -4.40058 -4.96529 0.85914 -0.09 0.09 0.01 -0.049
C -5.90488 -4.89159 1.09104 -0.02 -0.08 0.00 -0.607
C -6.27993 -6.37193 1.15010 0.03 0.30 -0.25 0.206
H -3.84309 -5.05167 1.79229 0.01 0.00 0.02 0.142
H -4.00592 -4.12591 0.29825 0.07 -0.06 -0.05 0.007
H -6.16394 -4.32775 1.98448 0.06 -0.05 0.06 0.349
H -6.38914 -4.41916 0.23474 0.02 0.02 -0.01 0.367
H -6.17029 -6.76169 2.16047 -0.06 -0.06 -0.03 -0.412
H -7.27764 -6.58729 0.77684 0.00 -0.15 0.06 0.383
O -6.09334 -4.47180 5.11400 0.05 -0.01 0.01 -0.581
C -6.03578 -5.63747 5.36902 -0.12 0.04 0.04 0.444
O -6.11750 -6.58831 4.40347 0.02 -0.06 0.09 -0.275
C -6.12543 -7.90505 4.98646 0.06 -0.03 0.08 -0.436
C -5.48206 -7.73399 6.35991 -0.02 0.13 -0.01 -0.539
C -5.89751 -6.30816 6.72429 0.18 -0.20 -0.15 -0.439
H -7.16112 -8.24380 5.04982 -0.01 0.00 0.03 0.272
H -5.57396 -8.57218 4.32904 0.00 0.04 -0.06 0.322
H -5.79864 -8.49198 7.07233 -0.06 0.01 0.00 0.335
H -4.39726 -7.78844 6.26702 0.01 -0.02 -0.01 0.274
H -6.86998 -6.27241 7.21802 -0.01 0.03 0.02 0.260
H -5.17054 -5.77712 7.33159 -0.07 0.08 0.04 0.304
O -2.43392 3.61521 1.18599 -0.01 0.11 0.02 -0.519
C -2.56740 4.76060 0.86786 -0.05 -0.11 -0.17 0.211
O -3.25787 5.64304 1.62422 -0.02 0.06 0.01 -0.403
C -3.34275 6.91630 0.95735 0.05 0.04 -0.06 -0.439
C -2.17153 6.93008 -0.02093 0.00 -0.11 -0.01 -0.632
C -2.05000 5.44758 -0.38030 0.01 0.41 0.24 0.254
H -4.30820 6.97392 0.45121 0.00 -0.01 -0.03 0.238
H -3.29301 7.69672 1.71178 0.00 -0.04 0.05 0.341
H -2.33364 7.58657 -0.87283 -0.07 -0.02 -0.01 0.393
H -1.26806 7.26000 0.49329 0.01 0.01 0.00 0.297
H -2.68691 5.17078 -1.22216 0.04 -0.08 -0.02 0.285
H -1.02836 5.14264 -0.57578 -0.03 -0.21 -0.07 -0.150
```
Forces are in eV/Å.

[3]
One molecule with the formula C4H6INO at a distorted geometry. Source: the Open Molecules 2025 dataset; level of theory: the ωB97M-V functional and the def2-TZVPD basis.

Results
- strongest force on any atom (eV/Å) = 3.94
- HOMO level (eV) = -9.6
- ΔE to the lowest compared entry with this formula, charge and spin (kJ/mol) = 132.2
- charge = 0
- E (Ha) = -583.66918
- lowest unoccupied orbital energy (eV) = 0.082

XYZ file:
```
13
Properties=species:S:1:pos:R:3:forces:R:3:mulliken_charge:R:1
N 0.30415 2.34761 0.77687 0.40 0.11 0.75 -0.342
C 0.66670 1.03358 0.58599 -1.24 0.02 -1.36 0.649
O 1.71090 0.48460 0.87147 -0.43 0.66 0.25 -0.590
C -0.37368 0.26367 -0.28323 0.48 0.68 -0.40 0.023
I -2.46074 0.94861 -0.09561 0.88 -0.39 -0.30 -0.010
C -0.19488 -1.19534 -0.50149 -2.90 1.14 -2.42 -0.642
C 0.15280 -0.26821 -1.64599 -1.08 0.20 -2.60 -0.417
H -0.66177 2.67433 0.59827 1.22 -0.54 0.21 0.092
H 0.89284 2.92716 1.38564 -0.42 -0.51 -0.52 0.258
H -1.18878 -1.66390 -0.73396 1.44 -0.15 0.71 0.214
H 0.56734 -1.67469 -0.03132 1.78 -1.46 1.55 0.311
H 1.15947 -0.08612 -2.16979 -1.21 -0.12 1.95 0.241
H -0.58896 -0.33601 -2.55585 1.08 0.38 2.17 0.213
```
Forces are in eV/Å.